Version A
{
  "formula": "C37H57BrN5OPt",
  "method": "ωB97M-V/def2-TZVPD",
  "gap_ev": [4.65, 4.99],
  "spin_multiplicity": 3,
  "homo_ev": [-7.01, -10.44],
  "charge": 1,
  "s2": 2.0402,
  "lumo_ev": [-2.37, -5.45],
  "elements": ["Pt", "C", "C", "C", "C", "C", "C", "C", "N", "C", "C", "C", "C", "C", "C", "C", "N", "C", "C", "C", "C", "H", "H", "H", "H", "H", "H", "H", "H", "H", "H", "H", "H", "H", "H", "H", "H", "H", "H", "H", "H", "H", "H", "H", "H", "C", "C", "C", "C", "C", "C", "C", "Br", "C", "O", "C", "C", "C", "C", "C", "C", "H", "H", "H", "H", "H", "H", "H", "H", "H", "H", "H", "H", "H", "H", "H", "H", "H", "H", "H", "H", "C", "N", "C", "C", "N", "N", "C", "C", "H", "H", "H", "H", "H", "H", "H", "H", "H", "H", "H", "H", "H"],
  "xyz": [[-0.8509, -0.1572, 0.3147], [5.5983, 2.6038, 1.2380], [4.3092, 3.4121, 1.4927], [4.2389, 4.5621, 0.4945], [4.3135, 3.8103, 2.9358], [3.1299, 2.4800, 1.2049], [3.3135, 1.1716, 0.6751], [2.1627, 0.4529, 0.3310], [0.9093, 0.8708, 0.5906], [0.7986, 2.0690, 1.2553], [1.8509, 2.9058, 1.5390], [-0.5100, 2.2107, 1.8771], [-0.8282, 3.1741, 2.8766], [-2.0722, 3.2916, 3.4137], [-2.9428, 2.1457, 3.1885], [-2.5441, 1.1338, 2.3389], [-1.3722, 1.1789, 1.6681], [-2.4787, 4.4106, 4.3233], [-1.6033, 4.5589, 5.6041], [-2.2698, 5.7388, 3.5074], [-3.9721, 4.2734, 4.5765], [6.5301, 3.2157, 1.4700], [5.7223, 2.3507, 0.1819], [5.7446, 1.7667, 1.8705], [5.0219, 5.2900, 0.7522], [3.3090, 5.1858, 0.5759], [4.3664, 4.1933, -0.5594], [5.1439, 4.4514, 3.1827], [4.4506, 2.9378, 3.5824], [3.3863, 4.3252, 3.2622], [4.2949, 0.8039, 0.3514], [2.2867, -0.4895, -0.2846], [1.6071, 3.8074, 2.0463], [-0.0624, 3.8618, 3.1516], [-3.9829, 2.2221, 3.5408], [-3.0529, 0.1714, 2.1787], [-0.5662, 4.8333, 5.3389], [-1.5445, 3.7143, 6.2553], [-2.0299, 5.3756, 6.2196], [-1.2178, 5.8170, 3.3321], [-2.7234, 6.6225, 4.0680], [-2.7659, 5.7670, 2.5520], [-4.1950, 3.3667, 5.1683], [-4.6153, 4.2389, 3.6788], [-4.2690, 5.2178, 5.0906], [2.1748, -2.6227, -6.6262], [2.4767, -3.4718, -5.3737], [1.6710, -4.7877, -5.4369], [4.0352, -3.7262, -5.3865], [2.1783, -2.7915, -4.0589], [1.9923, -1.4184, -3.9335], [1.1137, -0.9735, -2.9504], [0.7549, 0.8624, -2.9133], [0.7246, -1.7605, -1.8539], [-0.4211, -1.5210, -1.1974], [1.3754, -3.0234, -1.6934], [1.9387, -3.5370, -2.8437], [1.2879, -3.8790, -0.4770], [1.0913, -3.1326, 0.8605], [2.5330, -4.7242, -0.2223], [0.0400, -4.8038, -0.7308], [2.1743, -3.2206, -7.5308], [2.9383, -1.8294, -6.7403], [1.2398, -2.0590, -6.5645], [1.4804, -5.2047, -6.4259], [0.6719, -4.6291, -5.0111], [2.1533, -5.5805, -4.8911], [4.3793, -4.3294, -6.2225], [4.3650, -4.2929, -4.4810], [4.5953, -2.7852, -5.3624], [2.4137, -0.6849, -4.6236], [2.3054, -4.5516, -2.8085], [2.0544, -2.6864, 1.1575], [0.8810, -3.9157, 1.6405], [0.2960, -2.3929, 0.8439], [3.4057, -4.0902, -0.0754], [2.8018, -5.4436, -1.0030], [2.5237, -5.2089, 0.7634], [-0.8642, -4.2644, -1.0304], [-0.1758, -5.4753, 0.1102], [0.3011, -5.3951, -1.5929], [-3.2530, 0.4712, -1.9601], [-4.1649, -0.0255, -0.9409], [-5.3160, 0.8545, -0.6837], [-3.8209, -1.0605, -0.1378], [-2.5509, -1.3050, 0.1435], [-4.7979, -1.9397, 0.3126], [-4.5454, -2.9229, 1.3497], [-5.9358, -2.1967, -0.5008], [-3.8097, 0.5135, -2.8963], [-2.4542, -0.2872, -2.0608], [-2.9768, 1.4739, -1.6444], [-4.9631, 1.8840, -0.5998], [-5.7650, 0.5395, 0.2673], [-6.0666, 0.7764, -1.4834], [-2.3090, -2.2317, 0.5680], [-3.8801, -2.5504, 2.0696], [-4.0676, -3.8101, 0.9044], [-5.4880, -3.2660, 1.7209], [-6.2590, -1.3321, -1.0412], [-6.8047, -2.5818, 0.1049], [-5.6979, -2.9973, -1.2581]]
}

---

Version B
{
  "formula": "C37H57BrN5OPt",
  "method": "ωB97M-V/def2-TZVPD",
  "gap_ev": [6.59, 5.38],
  "spin_multiplicity": 3,
  "homo_ev": [-8.69, -10.04],
  "charge": 1,
  "s2": 2.0291,
  "lumo_ev": [-2.10, -4.66],
  "elements": ["Pt", "C", "C", "C", "C", "C", "C", "C", "N", "C", "C", "C", "C", "C", "C", "C", "N", "C", "C", "C", "C", "H", "H", "H", "H", "H", "H", "H", "H", "H", "H", "H", "H", "H", "H", "H", "H", "H", "H", "H", "H", "H", "H", "H", "H", "C", "C", "C", "C", "C", "C", "C", "Br", "C", "O", "C", "C", "C", "C", "C", "C", "H", "H", "H", "H", "H", "H", "H", "H", "H", "H", "H", "H", "H", "H", "H", "H", "H", "H", "H", "H", "C", "N", "C", "C", "N", "N", "C", "C", "H", "H", "H", "H", "H", "H", "H", "H", "H", "H", "H", "H", "H"],
  "xyz": [[17.8936, 14.3693, 5.5080], [24.8742, 14.2286, 4.0903], [24.9212, 14.7928, 5.5206], [26.0777, 14.2793, 6.2969], [25.0491, 16.3437, 5.4581], [23.5894, 14.4966, 6.1987], [23.3391, 15.0932, 7.4533], [22.0355, 15.1236, 7.9646], [21.0326, 14.4417, 7.3782], [21.3129, 13.6492, 6.3350], [22.5789, 13.6892, 5.7035], [20.3347, 12.6057, 5.8916], [20.6811, 11.2687, 6.1120], [20.0841, 10.2038, 5.4021], [19.0781, 10.5091, 4.4427], [18.7638, 11.8603, 4.2496], [19.1865, 12.8669, 5.1522], [20.4623, 8.7790, 5.8037], [19.7128, 8.5093, 7.1573], [19.8893, 7.6798, 4.8538], [21.9287, 8.5326, 6.1406], [25.8405, 14.4000, 3.5280], [24.0715, 14.7106, 3.4931], [24.7166, 13.1290, 3.9653], [26.9593, 14.6410, 5.8121], [26.0792, 13.1512, 6.1978], [26.0378, 14.6056, 7.3511], [25.9427, 16.6310, 4.8404], [25.1651, 16.8121, 6.4190], [24.1102, 16.6862, 4.9809], [24.0409, 15.7684, 7.8884], [21.7322, 15.7239, 8.8215], [22.8196, 12.9240, 4.9403], [21.4083, 11.0917, 6.9034], [18.4922, 9.7779, 3.8547], [17.9391, 12.1852, 3.5353], [18.6492, 8.5401, 6.9996], [19.9957, 9.2105, 7.9567], [19.9818, 7.4883, 7.5337], [18.8754, 7.4022, 5.1328], [20.4845, 6.7466, 4.9606], [19.9486, 7.9523, 3.7933], [22.1772, 9.1288, 6.9953], [22.6158, 8.7752, 5.3292], [22.0660, 7.4621, 6.3151], [9.8991, 13.9851, 6.0998], [10.8074, 14.5149, 4.9800], [10.6796, 16.0627, 4.9249], [10.4930, 13.8793, 3.6054], [12.2676, 14.1865, 5.2762], [13.2888, 15.1183, 5.3593], [14.6043, 14.7037, 5.3070], [15.9479, 15.8255, 4.5182], [14.9376, 13.3961, 5.6206], [16.2528, 13.0632, 5.7271], [13.9220, 12.3988, 5.8787], [12.6513, 12.7964, 5.5084], [14.3270, 11.0575, 6.3002], [15.2556, 10.3362, 5.3306], [13.1046, 10.0478, 6.4014], [14.9947, 11.2122, 7.7094], [8.9451, 14.5160, 6.0941], [10.3539, 14.2231, 7.0792], [9.7502, 12.8690, 6.0050], [9.6596, 16.3287, 5.0025], [11.1190, 16.5034, 4.0027], [11.1929, 16.4906, 5.7558], [9.4542, 14.0632, 3.3426], [10.6485, 12.8064, 3.4563], [11.0601, 14.4724, 2.8553], [13.1515, 16.2000, 5.4869], [11.9038, 12.0571, 5.4812], [15.7534, 9.4293, 5.7198], [16.0692, 11.0192, 4.9664], [14.7398, 10.0003, 4.4341], [12.5376, 10.0444, 5.4772], [12.3551, 10.3140, 7.1777], [13.4249, 9.0067, 6.6484], [15.8417, 11.9046, 7.6088], [15.4305, 10.2755, 8.1022], [14.2922, 11.5733, 8.4707], [18.2577, 16.5412, 7.6582], [18.6233, 17.3960, 6.5291], [17.9157, 18.6504, 6.4098], [19.3757, 16.9280, 5.4629], [19.2921, 15.7041, 5.0403], [20.1745, 17.8165, 4.7682], [20.6053, 17.6259, 3.4054], [20.7190, 18.9869, 5.4196], [18.5231, 17.1769, 8.5442], [18.9439, 15.6667, 7.7349], [17.1848, 16.2841, 7.6158], [16.7677, 18.5383, 6.4659], [18.3120, 19.0925, 5.5012], [18.1839, 19.3316, 7.2603], [20.0128, 15.5569, 4.3449], [20.2736, 18.4611, 2.7754], [20.2531, 16.6552, 2.9402], [21.7094, 17.6906, 3.2630], [20.7310, 18.9177, 6.4982], [20.1771, 19.9222, 5.1894], [21.7318, 19.0879, 4.9897]]
}

---

Name the least stable of them. version B.